Record 1
Entry from the Open Molecules 2025 dataset: C23H52O4P4Sn as an isolated structure at a distorted geometry (ωB97M-V/def2-TZVPD).

Calculated values
HOMO level (spin up / spin down), eV: -17.9 / -17.7
Multiplicity: 1
Relative energy (zero: lowest compared OMol25 entry of this formula, charge and spin), kcal/mol: 71.5
Charge: +4

Last column: Mulliken charge in e.
Cartesian coordinates (Å):
Sn: -1.460 1.628 -0.515  0.573
P: -2.513 -0.782 -0.406  1.159
P: 1.163 -0.444 1.362  0.855
P: 1.341 -2.164 -1.914  0.913
H: -1.338 4.260 -1.413  0.265
C: -1.429 3.329 -1.988  -0.030
C: -2.678 2.625 -2.074  -0.734
H: -3.579 3.127 -1.696  0.316
C: -4.132 -0.517 0.368  -1.189
C: -1.753 -2.090 0.610  -1.066
C: -2.852 -1.619 -1.980  -1.045
C: 2.703 0.576 1.301  -1.368
C: 0.605 -0.034 3.067  -0.866
C: 1.918 -2.095 1.718  -1.147
C: 1.067 -2.361 -3.732  -1.273
C: 2.135 -3.794 -1.585  -1.547
C: 2.841 -1.087 -1.952  -1.219
H: -0.667 3.229 -2.767  0.145
H: -2.882 1.843 -2.810  0.454
H: -4.817 -0.031 -0.336  0.407
H: -4.029 0.112 1.262  0.297
H: -4.542 -1.492 0.661  0.492
H: -1.410 -1.687 1.570  0.239
H: -0.900 -2.539 0.085  0.109
H: -2.503 -2.869 0.807  0.610
H: -3.119 -0.890 -2.754  0.352
H: -3.692 -2.315 -1.840  0.487
H: -1.973 -2.184 -2.319  0.200
H: 3.356 0.341 2.153  0.507
H: 2.410 1.636 1.327  0.153
H: 3.227 0.385 0.353  0.335
H: 1.428 0.418 3.640  0.497
H: 0.292 -0.960 3.566  0.483
H: -0.251 0.658 3.034  -0.200
H: 2.849 -1.984 2.290  0.440
H: 2.120 -2.642 0.785  0.028
H: 1.205 -2.682 2.310  0.446
H: 1.291 -3.402 -3.995  0.543
H: 1.694 -1.679 -4.320  0.266
H: 0.012 -2.137 -3.921  0.185
H: 2.409 -4.263 -2.542  0.502
H: 1.394 -4.435 -1.082  0.382
H: 3.024 -3.694 -0.946  0.426
H: 3.348 -1.211 -2.920  0.519
H: 3.518 -1.335 -1.124  0.514
H: 2.495 -0.049 -1.868  0.061
C: 0.731 1.274 -4.360  0.182
C: 1.726 2.308 -4.527  -0.194
C: 2.220 2.533 -5.800  -0.645
C: 1.592 1.945 -6.918  -0.096
C: 0.386 1.229 -6.760  -0.634
C: -0.090 0.944 -5.502  -0.079
O: 0.651 0.593 -3.286  -0.074
H: -0.064 0.768 -1.471  0.148
H: 2.171 2.754 -3.637  0.483
H: 3.089 3.194 -5.893  0.452
H: 2.037 2.074 -7.906  0.514
H: -0.187 0.875 -7.611  0.481
H: -0.997 0.356 -5.330  0.452
C: -5.066 5.112 0.796  -1.390
C: -3.580 4.921 0.960  0.239
O: -3.344 3.686 1.726  -0.379
P: -1.987 2.812 1.666  0.341
O: -2.215 1.734 2.858  -0.249
C: -2.730 2.058 4.232  -0.293
C: -1.626 2.546 5.122  -0.986
O: -0.791 3.772 2.205  -0.036
C: 0.115 4.503 1.289  0.244
C: 1.157 5.190 2.141  -1.460
H: -5.603 4.159 0.781  0.325
H: -5.285 5.652 -0.134  0.396
H: -5.447 5.704 1.634  0.387
H: -3.075 4.858 -0.016  -0.012
H: -3.158 5.746 1.545  0.281
H: -3.538 2.784 4.135  0.350
H: -3.150 1.108 4.572  0.316
H: -1.136 3.437 4.712  0.222
H: -2.058 2.821 6.088  0.441
H: -0.873 1.769 5.285  0.291
H: 0.586 3.796 0.582  0.074
H: -0.481 5.232 0.713  0.259
H: 0.714 5.825 2.908  0.382
H: 1.818 4.474 2.636  0.347
H: 1.781 5.830 1.514  0.449

Atomic forces in eV per Å
2.670 -4.203 1.097
-1.367 -1.259 0.553
0.670 0.206 0.734
1.120 -0.084 -0.662
-0.219 -0.453 0.086
-2.365 0.455 -2.073
0.507 2.487 -1.017
0.344 -0.385 0.438
-0.051 0.397 0.026
0.862 0.377 0.356
0.421 0.551 -0.635
-0.317 0.113 -0.515
-0.249 0.170 0.120
-0.317 -0.190 -0.460
-0.609 0.054 0.108
-0.422 -0.342 0.353
-0.280 0.314 0.118
0.036 -0.598 0.576
0.426 0.149 0.041
0.065 -0.078 0.130
-0.064 -0.197 -0.110
0.068 0.194 -0.091
-0.128 -0.115 -0.191
-0.155 0.284 0.080
-0.166 0.331 -0.270
-0.096 -0.257 0.056
0.136 0.223 0.182
-0.151 0.216 0.188
-0.180 0.112 -0.257
0.251 -0.178 0.052
-0.022 0.151 0.416
-0.289 -0.183 -0.059
0.006 0.313 0.001
0.469 -0.290 0.221
-0.283 0.017 -0.133
0.038 0.141 0.425
0.200 0.009 -0.152
-0.221 0.359 -0.196
-0.131 -0.223 0.172
0.173 -0.185 -0.412
0.059 0.127 0.444
0.433 -0.039 -0.139
-0.315 -0.073 -0.186
0.051 -0.058 0.398
-0.140 0.144 -0.296
0.409 -0.180 0.053
-0.509 -1.582 2.940
1.632 0.369 -1.079
0.288 0.796 1.874
0.193 -0.032 -0.026
-1.347 -0.657 0.618
-0.175 -0.622 -1.552
-0.156 2.093 -2.629
-0.965 1.259 0.959
0.058 -0.136 -0.272
-0.372 -0.301 -0.283
-0.166 -0.012 0.116
0.255 0.124 -0.096
0.390 0.139 -0.219
-0.410 0.184 0.106
0.015 0.480 -0.025
1.740 -1.594 -0.951
-0.835 1.573 5.622
0.475 1.261 -3.360
-0.454 0.190 0.604
0.406 0.033 -0.093
-1.094 -1.465 -1.884
-0.006 0.425 0.023
0.267 -0.019 0.030
0.127 0.098 -0.079
0.055 -0.058 0.272
-0.089 -0.175 -0.220
0.064 -0.088 0.201
0.174 -0.245 -0.225
0.094 -0.077 -0.179
0.128 0.137 -0.211
-0.140 -0.147 0.138
0.014 -0.084 -0.064
-0.130 0.158 0.028
-0.142 -0.049 0.286
0.120 -0.178 0.304
-0.162 -0.053 -0.118
-0.153 -0.024 -0.082
-0.067 -0.044 -0.047

***

Record 2
Entry from the Open Molecules 2025 dataset: C23H54AlN7O8 as an isolated structure at a distorted geometry (ωB97M-V/def2-TZVPD).

Calculated values
HOMO level, eV: -13.5
Multiplicity: 1
Relative energy (zero: lowest compared OMol25 entry of this formula, charge and spin), kcal/mol: 8.4
Charge: +2

Last column: Mulliken charge in e.
Cartesian coordinates (Å):
Al: -0.550 -3.459 2.016  1.171
C: 0.477 -1.157 -1.584  0.003
C: -0.340 -0.266 -0.614  0.088
O: -0.634 -0.819 0.643  -0.189
H: 0.143 -2.192 -1.507  0.420
H: 1.524 -1.075 -1.292  0.227
H: 0.131 -0.854 -2.572  -0.623
H: -1.117 0.192 -1.226  0.256
H: 0.139 0.713 -0.582  -0.133
C: -2.614 4.822 2.153  0.233
O: -2.968 5.918 2.395  -0.470
N: -1.472 4.518 1.450  0.125
C: -1.132 3.096 1.207  0.035
C: -0.629 5.497 0.755  -0.933
H: -3.153 3.915 2.468  0.225
H: -0.072 2.896 1.358  -0.151
H: -1.313 3.209 0.138  0.605
H: -1.784 2.395 1.728  -0.494
H: 0.451 5.423 0.883  0.287
H: -0.785 5.368 -0.316  0.362
H: -0.982 6.452 1.144  0.348
C: 0.359 -0.007 3.813  0.047
O: -0.189 -1.048 4.159  -0.625
N: 0.317 1.189 4.516  0.248
C: 1.008 2.445 4.056  -0.713
C: -0.310 1.248 5.848  -1.113
H: 0.866 0.200 2.858  0.377
H: 0.203 3.152 3.857  0.326
H: 1.553 2.375 3.115  0.062
H: 1.705 2.831 4.799  0.346
H: -0.919 2.149 5.929  0.391
H: -1.043 0.453 5.985  0.332
H: 0.435 1.421 6.624  0.394
C: -2.925 -4.520 -1.161  -0.136
O: -2.188 -3.933 -0.328  -0.626
N: -3.312 -4.042 -2.433  0.100
C: -4.362 -4.776 -3.287  -0.875
C: -2.868 -2.713 -2.750  -0.606
H: -3.509 -5.446 -1.054  0.411
H: -5.218 -4.900 -2.624  0.337
H: -3.841 -5.677 -3.610  0.334
H: -4.724 -4.217 -4.150  0.328
H: -1.823 -2.554 -2.484  0.029
H: -3.013 -2.311 -3.753  0.286
H: -3.514 -2.115 -2.107  0.388
C: 0.192 1.755 -6.141  0.114
O: 1.292 2.179 -6.420  -0.540
N: -0.112 0.582 -5.562  0.210
C: -1.432 0.197 -5.311  -0.912
C: 1.033 -0.332 -5.414  -0.642
H: -0.742 2.304 -6.339  0.281
H: -1.574 -0.869 -5.490  0.369
H: -2.212 0.824 -5.743  0.406
H: -1.676 0.104 -4.252  0.159
H: 2.007 0.155 -5.468  0.265
H: 1.012 -0.811 -4.435  0.055
H: 1.018 -1.168 -6.113  0.348
C: 3.087 2.364 0.037  0.665
O: 3.877 2.639 1.001  -0.660
N: 3.478 2.109 -1.199  0.214
C: 2.600 2.141 -2.339  -1.070
C: 4.945 1.918 -1.574  -1.098
H: 1.994 2.471 0.117  -0.169
H: 2.793 1.173 -2.800  0.344
H: 2.985 2.868 -3.054  0.426
H: 1.527 2.248 -2.178  0.312
H: 5.165 1.563 -2.581  0.348
H: 5.322 2.941 -1.560  0.447
H: 5.555 1.464 -0.794  0.339
C: -3.463 -1.862 4.013  0.097
O: -2.965 -2.303 2.964  -0.555
N: -3.561 -0.552 4.218  0.249
C: -3.744 0.107 5.528  -0.884
C: -3.133 0.428 3.224  -0.997
H: -3.922 -2.442 4.828  0.435
H: -4.686 0.644 5.417  0.335
H: -2.910 0.782 5.717  0.151
H: -3.785 -0.609 6.349  0.393
H: -2.229 -0.001 2.791  0.105
H: -3.918 0.599 2.488  0.444
H: -3.064 1.418 3.675  0.439
C: 3.383 -4.164 0.771  0.196
O: 2.201 -4.128 0.456  -0.555
N: 4.259 -3.643 -0.152  0.084
C: 5.628 -3.472 0.335  -1.006
C: 4.009 -2.882 -1.378  -0.895
H: 3.856 -4.583 1.672  0.332
H: 6.281 -3.267 -0.514  0.338
H: 6.077 -4.200 1.010  0.337
H: 5.790 -2.526 0.852  0.387
H: 2.960 -3.021 -1.640  0.249
H: 4.145 -1.807 -1.256  0.334
H: 4.653 -3.132 -2.220  0.342

Atomic forces in eV per Å
-0.794 0.859 -0.510
-0.499 0.175 1.310
-0.727 -3.238 0.854
0.717 1.795 -2.601
0.106 -0.063 0.440
0.126 -0.151 -0.870
0.871 0.355 -0.182
-1.684 -0.200 0.535
1.125 0.914 1.119
1.100 -1.416 -0.488
-0.890 2.156 0.465
1.454 -1.415 0.974
-0.427 2.102 -0.935
-1.097 0.094 0.489
-0.049 -0.131 0.066
-0.049 0.036 0.306
0.113 -1.815 -0.650
0.052 0.154 -0.191
-0.062 -0.426 0.659
-0.260 0.367 -0.200
0.192 0.191 -0.537
-0.350 2.439 0.854
0.400 -0.045 -0.567
0.504 -0.924 -0.396
-0.987 -0.705 0.068
-0.239 0.999 -0.591
0.147 -0.641 -0.047
0.124 0.373 0.303
0.069 -0.699 0.053
-0.207 -0.137 0.129
-0.054 0.344 -0.400
0.936 -0.400 0.199
0.036 -0.814 0.130
-1.187 1.219 -2.131
-0.882 -0.886 -1.452
0.955 -0.967 1.125
1.312 0.486 1.617
-0.482 1.149 0.543
0.685 -0.190 0.949
0.007 -0.631 -0.275
-0.718 -0.184 -0.046
0.578 0.336 0.200
-0.109 -0.160 0.114
-0.181 -0.868 -0.222
0.408 0.890 0.052
-0.545 1.213 -0.509
-0.199 -0.285 0.232
2.911 -0.289 -0.353
-1.323 -1.667 1.242
-0.468 -0.729 0.794
0.084 0.425 -0.147
-0.117 -0.054 -1.279
0.358 -0.110 -0.353
0.179 0.874 0.784
-0.472 0.403 -0.325
-0.185 0.009 0.238
-0.179 0.182 -0.358
2.733 1.854 2.742
-2.567 -1.381 -2.446
1.349 -1.123 -0.684
0.783 -1.055 -0.950
-0.443 2.119 1.127
-0.154 -0.102 0.180
-0.572 -0.113 -0.539
-0.401 0.294 0.022
0.207 0.258 0.454
-0.780 -0.462 0.215
0.255 0.159 -0.196
-0.606 -0.529 -0.018
0.351 0.477 -0.452
0.014 -0.676 0.176
0.598 1.638 0.961
-0.828 -0.878 -0.344
-0.509 -0.624 -0.266
0.412 -0.304 -0.214
0.093 0.281 0.633
-0.298 -0.037 -0.145
-0.208 -0.058 -0.148
0.118 0.628 -0.410
0.055 -0.541 -0.430
0.664 -0.287 0.270
0.131 1.498 -3.360
-1.397 -0.491 1.466
2.240 -0.287 1.864
1.136 1.256 -0.417
-1.443 -0.167 0.357
-0.281 0.037 -0.156
0.114 -0.857 -0.178
-0.535 -0.543 -0.431
-0.662 0.344 0.427
0.129 -0.174 -0.202
0.134 0.177 0.564
0.042 -0.632 0.303

***

Record 3
Entry from the Open Molecules 2025 dataset: a 8-piece molecular cluster, C23H55BrN3O11PS8 overall at a distorted geometry (ωB97M-V/def2-TZVPD).

Calculated values
HOMO level, eV: -8.3
Multiplicity: 1
Charge: 0

Last column: Mulliken charge in e.
Cartesian coordinates (Å):
C: -0.446 -1.872 -6.600  -0.524
N: -0.037 -3.238 -6.091  -0.396
C: 0.039 -3.307 -4.582  -0.491
C: -1.400 -3.187 -3.806  0.913
N: -2.693 -3.177 -4.642  -0.608
C: -2.929 -4.414 -5.190  0.372
S: -3.024 -6.077 -5.672  -0.135
O: -1.732 -4.284 -2.838  -0.137
C: -2.722 -3.701 -1.873  0.391
O: -3.334 -4.275 -0.826  -0.572
O: -2.904 -2.259 -2.246  -0.480
C: -1.519 -1.940 -2.732  0.530
C: -1.705 -0.407 -3.280  -0.509
C: -0.427 0.585 -3.023  0.292
C: 0.943 0.593 -3.984  -0.836
N: -0.549 1.484 -1.957  -0.563
P: -0.486 -2.291 -1.165  0.081
O: -1.128 -1.216 0.096  -0.496
Br: 1.705 -1.749 -1.408  -0.028
H: 0.195 -0.980 -6.175  0.081
H: -0.286 -1.901 -7.784  0.349
H: -1.573 -1.598 -6.440  0.209
H: 0.909 -3.435 -6.502  0.305
H: 0.473 -4.388 -4.322  0.270
H: 0.845 -2.543 -4.204  0.062
H: -2.687 0.018 -2.754  0.344
H: -1.875 -0.464 -4.453  0.087
H: 0.589 0.959 -5.039  0.316
H: 1.632 1.438 -3.509  0.291
H: 1.466 -0.453 -4.036  0.189
H: -1.485 1.360 -1.480  0.253
H: -1.745 -1.846 0.611  0.333
C: -1.913 -7.030 -1.491  -0.257
S: -0.197 -7.073 -0.916  0.563
O: 0.675 -7.280 -2.118  -0.643
C: -0.329 -8.661 -0.060  -0.934
H: -2.056 -6.129 -2.092  -0.315
H: -2.124 -7.910 -2.103  0.377
H: -2.585 -7.002 -0.631  0.380
H: -0.639 -9.440 -0.762  0.278
H: -1.055 -8.578 0.753  0.329
H: 0.650 -8.915 0.354  0.333
C: 0.995 1.495 1.038  -0.603
S: 0.003 2.774 1.847  0.694
O: 0.872 3.987 2.001  -0.703
C: -0.076 1.955 3.458  -0.902
H: 1.204 1.813 0.014  0.307
H: 1.937 1.357 1.574  0.133
H: 0.434 0.558 1.017  0.125
H: 0.933 1.788 3.843  0.328
H: -0.602 1.002 3.357  0.386
H: -0.626 2.599 4.149  0.218
C: 6.855 -0.089 -0.337  -1.127
S: 5.180 -0.757 -0.191  0.744
O: 4.432 -0.374 -1.433  -0.699
C: 4.650 0.359 1.130  -0.875
H: 7.371 -0.617 -1.142  0.332
H: 6.812 0.977 -0.573  0.394
H: 7.393 -0.245 0.601  0.355
H: 4.745 1.397 0.803  0.396
H: 5.261 0.188 2.020  0.458
H: 3.604 0.148 1.365  0.026
C: -0.530 5.632 5.594  -0.885
S: 0.346 4.816 6.951  0.456
O: 0.357 3.345 6.659  -0.612
C: -0.929 5.113 8.199  -0.934
H: 0.070 5.538 4.686  0.317
H: -1.501 5.157 5.437  0.239
H: -0.663 6.690 5.831  0.473
H: -1.875 4.670 7.880  0.287
H: -1.049 6.189 8.349  0.349
H: -0.611 4.651 9.137  0.331
C: -1.873 7.397 1.304  -0.503
S: -1.899 8.265 2.892  0.414
O: -1.880 7.225 3.973  -0.526
C: -3.598 8.867 2.746  -0.883
H: -0.904 6.904 1.193  0.314
H: -2.667 6.647 1.275  -0.088
H: -2.007 8.117 0.493  0.384
H: -4.284 8.025 2.627  0.203
H: -3.675 9.538 1.887  0.386
H: -3.852 9.416 3.656  0.327
C: -4.499 3.204 2.403  -0.843
S: -4.693 4.201 0.906  0.525
O: -5.019 5.601 1.336  -0.639
C: -6.236 3.426 0.366  -0.975
H: -3.605 3.543 2.932  0.145
H: -5.371 3.327 3.049  0.413
H: -4.380 2.154 2.129  0.340
H: -7.000 3.535 1.140  0.294
H: -6.059 2.367 0.159  0.363
H: -6.573 3.921 -0.548  0.331
C: 7.004 -5.524 -1.282  -1.018
S: 5.874 -4.249 -0.671  0.632
O: 6.705 -3.072 -0.257  -0.627
C: 5.395 -5.133 0.833  -0.948
H: 7.458 -5.170 -2.210  0.319
H: 7.787 -5.713 -0.544  0.307
H: 6.445 -6.442 -1.480  0.363
H: 6.279 -5.346 1.438  0.329
H: 4.890 -6.063 0.564  0.376
H: 4.709 -4.501 1.403  0.277

Atomic forces in eV per Å
0.097 0.802 -1.447
-0.259 1.335 0.687
1.096 -1.626 0.125
-0.778 0.862 0.965
0.116 -6.928 -3.576
1.988 1.818 1.916
-0.024 5.795 1.473
-1.575 1.914 2.022
-2.155 -0.987 3.533
4.306 3.660 -7.675
2.358 -4.011 1.713
-1.772 1.821 -1.998
0.451 -0.102 -1.132
-0.914 2.293 3.530
-1.289 1.097 1.027
0.312 -3.844 -4.508
-0.202 -0.039 2.292
-0.295 -2.239 -1.355
-1.214 0.396 -0.048
-1.089 -1.717 -0.715
-0.342 0.164 2.617
2.122 -0.914 -0.081
-1.276 0.125 0.890
-1.015 2.295 -0.413
-1.941 -1.152 -0.136
2.361 -0.871 -1.177
0.117 0.089 2.442
0.750 -0.827 1.918
-1.381 -2.103 -1.038
-1.073 2.180 0.160
1.158 -0.116 -0.815
1.381 1.345 -1.149
-0.058 -0.090 -0.099
-0.067 -0.053 -0.390
-0.350 -0.005 0.426
0.062 -0.142 -0.004
0.179 -0.505 0.273
0.161 -0.023 0.060
0.119 0.059 -0.041
0.032 0.127 -0.013
0.059 0.069 -0.076
-0.107 0.128 -0.096
0.109 0.054 -0.056
0.405 0.027 0.061
-0.318 -0.466 0.002
-0.012 0.084 0.056
-0.151 0.003 0.138
-0.182 0.180 0.102
-0.042 0.104 -0.035
-0.086 0.111 -0.046
0.014 0.066 -0.096
0.162 -0.035 -0.080
0.050 0.054 -0.138
-0.234 0.236 0.176
0.170 0.113 0.182
-0.026 0.288 -0.095
-0.213 -0.048 0.184
-0.155 -0.066 0.039
-0.113 -0.085 -0.082
-0.030 -0.051 0.011
-0.015 -0.054 -0.103
0.216 -0.104 -0.133
0.274 -0.193 0.292
-0.207 -0.101 -0.301
-0.153 0.331 0.102
-0.068 -0.094 0.119
-0.023 -0.022 0.182
0.109 0.043 0.094
0.052 -0.234 -0.014
0.113 0.011 -0.061
0.064 -0.080 -0.065
0.039 0.037 -0.175
0.066 -0.176 -0.001
-0.160 -0.235 -0.087
-0.304 0.495 -0.592
-0.159 -0.059 0.096
-0.057 0.110 0.145
-0.046 0.130 0.109
0.009 0.017 0.122
0.142 -0.037 -0.034
0.088 -0.057 0.063
0.167 -0.074 -0.092
-0.004 0.025 0.114
-0.104 0.221 0.215
0.057 -0.563 -0.111
-0.139 0.047 -0.002
-0.087 0.048 -0.177
0.028 0.067 -0.112
0.014 0.097 -0.059
0.120 0.044 -0.017
0.062 0.097 0.020
0.150 -0.010 0.143
0.109 -0.028 -0.007
0.222 0.194 0.141
0.139 -0.981 -0.155
0.037 0.010 0.131
-0.142 0.050 0.145
-0.094 0.093 -0.002
-0.026 0.113 0.013
-0.013 0.071 -0.108
0.024 0.110 -0.059
0.102 -0.007 -0.190

***

Record order is preserved below.
E_tot: -2786.545871 -2135.514458 -8001.649033 a.u.